{"formula": "C44H84O13", "method": "ωB97M-V with the def2-TZVPD basis set", "symbols": ["C", "C", "C", "O", "C", "H", "H", "H", "H", "H", "H", "H", "H", "C", "C", "C", "O", "C", "H", "H", "H", "H", "H", "H", "H", "H", "C", "C", "C", "O", "C", "H", "H", "H", "H", "H", "H", "H", "H", "C", "C", "C", "O", "C", "H", "H", "H", "H", "H", "H", "H", "H", "C", "C", "C", "O", "C", "H", "H", "H", "H", "H", "H", "H", "H", "C", "C", "C", "O", "C", "H", "H", "H", "H", "H", "H", "H", "H", "C", "C", "C", "O", "C", "H", "H", "H", "H", "H", "H", "H", "H", "C", "C", "C", "O", "C", "H", "H", "H", "H", "H", "H", "H", "H", "C", "C", "C", "O", "C", "H", "H", "H", "H", "H", "H", "H", "H", "O", "C", "O", "C", "C", "C", "H", "H", "H", "H", "H", "H", "O", "C", "O", "C", "C", "C", "H", "H", "H", "H", "H", "H"], "coordinates": [[-3.356636, -1.891525, -4.157667], [-2.440238, -1.462821, -2.972615], [-2.840972, 0.007217, -2.728005], [-3.975764, 0.271379, -3.535310], [-4.547673, -0.950054, -3.991174], [-3.596414, -2.944271, -4.002657], [-2.854659, -1.784100, -5.115878], [-1.401423, -1.515643, -3.282181], [-2.746918, -2.115232, -2.156685], [-1.985340, 0.630138, -2.996726], [-3.053646, 0.193216, -1.669610], [-4.944514, -0.699143, -4.976678], [-5.342028, -1.318527, -3.338964], [5.374380, 0.409305, 4.135998], [6.043431, 1.359521, 3.114799], [4.831808, 2.144206, 2.583917], [3.726377, 1.248458, 2.663005], [3.855718, 0.464780, 3.834011], [5.585699, 0.690577, 5.164308], [5.710088, -0.599008, 3.896599], [6.608373, 0.747019, 2.419296], [6.680491, 2.110183, 3.584222], [4.842034, 2.597861, 1.594618], [4.510287, 2.938810, 3.273463], [3.445532, -0.535601, 3.708544], [3.311837, 0.974276, 4.638170], [0.965330, 5.614331, 2.117327], [0.403491, 5.930089, 3.506768], [0.093166, 4.551687, 4.096698], [0.830042, 3.581472, 3.333053], [1.580938, 4.234158, 2.313663], [1.598649, 6.380157, 1.682097], [0.059847, 5.496102, 1.509263], [-0.502796, 6.534472, 3.535692], [1.137209, 6.429415, 4.143575], [-0.961490, 4.272327, 4.113610], [0.462861, 4.478955, 5.123341], [1.554266, 3.585081, 1.437511], [2.612723, 4.316507, 2.678992], [0.252622, 3.839263, -4.619854], [-0.192987, 5.131966, -5.322828], [-1.657888, 4.862868, -5.643859], [-2.130075, 4.085975, -4.558927], [-1.074220, 3.262009, -4.087930], [0.867052, 4.051872, -3.743077], [0.802606, 3.137290, -5.241800], [0.416675, 5.319253, -6.207948], [-0.111919, 5.992816, -4.659819], [-1.754383, 4.353226, -6.612632], [-2.270501, 5.764409, -5.666291], [-1.252336, 2.298805, -4.585816], [-1.036147, 3.106507, -3.011408], [1.829375, -1.698757, -5.586803], [0.819217, -0.987426, -6.502084], [-0.081042, -0.180866, -5.545232], [0.591588, -0.225499, -4.298232], [1.248668, -1.446971, -4.180971], [2.835985, -1.300096, -5.693050], [1.862833, -2.756415, -5.855651], [0.296924, -1.680699, -7.159330], [1.399548, -0.329854, -7.155636], [-1.036634, -0.711067, -5.440758], [-0.276967, 0.848688, -5.827928], [0.647740, -2.306679, -3.850918], [2.079492, -1.408798, -3.475889], [-1.095188, -5.926651, -0.169951], [-0.948500, -4.710622, -1.050434], [0.555174, -4.357159, -0.974002], [1.194288, -5.458739, -0.325751], [0.298456, -6.522576, -0.009797], [-1.876654, -6.570124, -0.585812], [-1.445850, -5.803280, 0.862093], [-1.591825, -3.859296, -0.835055], [-1.177170, -5.029729, -2.071176], [0.704544, -3.539433, -0.268742], [0.930836, -4.074718, -1.955436], [0.485489, -6.770991, 1.037949], [0.519023, -7.433935, -0.575882], [-4.300650, -1.337170, 2.958280], [-4.292626, -2.193634, 1.688476], [-4.408186, -1.169414, 0.590186], [-5.382665, -0.272554, 1.129046], [-5.149875, -0.111549, 2.562285], [-3.304452, -1.074561, 3.315299], [-4.748265, -1.920681, 3.765248], [-5.118444, -2.903760, 1.731372], [-3.382678, -2.801789, 1.638118], [-4.711235, -1.498093, -0.403239], [-3.470442, -0.615848, 0.430548], [-6.162558, -0.168985, 2.949067], [-4.575255, 0.809899, 2.630960], [1.175890, -4.377425, 2.961294], [0.030115, -5.042123, 3.717569], [-0.934092, -3.860660, 3.886476], [-0.072421, -2.726441, 4.084757], [1.214716, -2.976517, 3.531296], [0.833599, -4.352928, 1.919669], [2.079938, -4.981848, 2.934558], [0.375403, -5.440212, 4.676496], [-0.469679, -5.868578, 3.207611], [-1.573703, -4.018907, 4.748050], [-1.400048, -3.664703, 2.916652], [1.942667, -2.878057, 4.347969], [1.519705, -2.223471, 2.799253], [5.859383, -1.990577, 0.162382], [6.271175, -3.453418, 0.397274], [4.938982, -4.086498, 0.804642], [4.195233, -3.079054, 1.444400], [4.459059, -1.844953, 0.781495], [5.827385, -1.760450, -0.905745], [6.473089, -1.181169, 0.564263], [7.001742, -3.551024, 1.195733], [6.570991, -3.924284, -0.537164], [5.081461, -4.955444, 1.451616], [4.340115, -4.460733, -0.039244], [4.391774, -1.060059, 1.538737], [3.672320, -1.610322, 0.055240], [1.279856, -1.146126, -0.810725], [0.779805, -0.166170, -0.329993], [0.054387, 0.724653, -1.019631], [-0.462899, 1.762457, -0.148035], [-0.508356, 1.099245, 1.220794], [0.688537, 0.115977, 1.156381], [-1.450267, 1.943243, -0.577070], [0.127081, 2.676380, -0.230732], [-1.381367, 0.454738, 1.312793], [-0.393314, 1.793830, 2.050565], [0.453823, -0.778494, 1.720842], [1.633792, 0.604647, 1.410806], [-3.092210, 2.865886, 3.089901], [-3.434586, 3.850603, 2.506641], [-4.168981, 4.834859, 3.086935], [-4.721517, 5.713998, 2.114915], [-3.986553, 5.458309, 0.788240], [-3.208228, 4.156979, 1.042762], [-4.534279, 6.735497, 2.440050], [-5.789115, 5.553510, 1.966555], [-3.254129, 6.238151, 0.579605], [-4.622503, 5.329630, -0.082580], [-2.140360, 4.144956, 0.820069], [-3.567997, 3.320891, 0.438261]], "forces_ev_per_angstrom": [[0.151, -0.241, 1.093], [-0.942, 0.240, -0.912], [0.559, -0.659, 0.265], [-0.078, 0.232, 0.229], [0.729, 0.399, -1.151], [-0.221, 0.000, -0.337], [-0.163, 0.161, -0.098], [0.168, -0.333, 0.591], [0.653, 0.099, 0.327], [-0.306, 0.311, -0.223], [-0.155, 0.005, -0.020], [-0.458, -0.166, 0.155], [0.084, -0.054, 0.172], [-0.159, -0.201, -0.465], [-0.740, 0.830, 0.596], [-0.995, -0.334, 0.597], [-0.337, -0.770, -1.189], [0.598, 0.783, 0.514], [0.091, -0.231, 0.034], [0.201, -0.048, 0.537], [-0.093, 0.409, -0.500], [0.388, -0.367, 0.044], [0.288, -0.362, -0.174], [0.880, 0.294, 0.144], [-0.199, 0.104, -0.318], [-0.001, -0.142, 0.096], [-1.426, -0.411, 0.140], [0.188, -0.019, 0.668], [0.627, -0.416, 0.364], [-0.492, 0.258, -0.276], [0.416, -0.024, 0.527], [0.157, -0.062, 0.039], [0.306, 0.055, -0.447], [0.102, 0.174, -0.357], [0.063, 0.021, -0.117], [-0.023, 0.070, -0.248], [-0.156, 0.082, 0.060], [0.127, 0.153, -0.095], [0.083, 0.039, -0.283], [-0.270, 0.472, 1.046], [0.346, -0.162, -0.307], [0.164, 0.243, 0.135], [-0.171, 0.447, 0.639], [0.260, -1.168, -1.621], [0.303, 0.098, -0.264], [-0.129, 0.040, -0.187], [-0.126, 0.146, -0.018], [0.040, -0.036, 0.049], [-0.094, -0.206, 0.146], [0.045, 0.010, -0.130], [0.178, -0.196, 0.540], [-0.561, 0.316, 0.047], [-0.718, -0.622, -0.069], [0.802, 0.703, -0.583], [0.024, -1.308, -0.047], [-0.386, 0.870, 0.666], [1.575, -1.002, -0.621], [-0.052, 0.148, 0.080], [0.152, -0.030, 0.251], [-0.258, 0.034, 0.189], [-0.304, 0.122, -0.071], [-0.101, 0.220, -0.064], [0.170, 0.057, 0.025], [-0.529, 0.336, -0.126], [-0.323, 0.505, 0.297], [-1.073, -0.886, 0.966], [0.685, 0.098, -0.673], [-1.102, 0.171, 1.395], [0.532, -0.480, -0.792], [0.293, 0.290, -0.033], [0.446, -0.357, -0.113], [-0.105, 0.889, -0.199], [0.006, -0.061, 0.239], [-0.058, 0.138, -0.027], [0.043, 0.417, -0.414], [0.499, -0.341, 0.032], [-0.027, -0.084, 0.006], [-0.090, 0.229, -0.372], [-0.328, -0.245, 0.442], [1.011, -0.677, 0.250], [-0.293, 0.749, 0.452], [-0.084, 0.015, -0.503], [0.455, -0.985, -1.735], [0.057, 0.153, -0.286], [-0.089, 0.207, 0.075], [-0.215, 0.198, -0.364], [-0.005, 0.107, -0.111], [-0.374, -0.191, 0.154], [0.198, -0.182, 0.213], [0.195, 0.653, 0.612], [-0.440, 0.211, 0.803], [-0.832, -0.850, -1.094], [-0.193, 0.043, 0.438], [1.705, -0.128, -0.474], [-0.423, 0.259, 0.334], [0.858, -0.079, 0.618], [0.283, 0.259, -0.048], [0.246, 0.387, 0.309], [-0.143, 0.211, 0.121], [0.215, 0.024, -0.230], [-0.418, 0.468, -0.170], [-0.831, -0.360, 0.268], [-0.018, -0.174, -0.014], [-0.360, -0.077, -0.117], [-0.280, 0.904, -0.536], [-0.779, 0.308, -0.224], [-0.242, -0.473, -0.215], [-0.127, 0.086, 0.634], [-0.273, -0.047, 0.217], [-0.131, -0.190, -0.006], [0.497, -0.534, 0.249], [0.157, -0.127, -0.130], [0.584, 0.040, 0.173], [-0.132, 0.255, 0.312], [0.340, 0.127, -0.253], [0.172, -0.019, -0.011], [0.095, -0.292, -0.145], [0.277, 0.295, -0.652], [-0.723, -1.181, 1.034], [0.564, 0.531, -0.480], [-0.826, -0.838, -0.425], [1.033, -0.264, 0.194], [-0.435, 1.264, -0.683], [-0.033, 0.315, 0.251], [0.262, -0.146, 0.099], [-0.357, 0.469, 0.112], [-0.384, 0.005, 0.025], [0.536, -0.122, 0.020], [-0.011, -0.257, 0.538], [0.195, 0.136, 0.325], [-0.271, -0.322, -0.391], [-0.041, -0.364, 0.064], [0.258, 0.578, -0.883], [1.201, -0.497, -0.179], [-0.297, -0.284, -0.180], [-0.246, -0.035, 0.192], [-0.026, -0.155, 0.473], [-0.264, 0.210, -0.038], [-0.226, 0.262, 0.132], [0.055, 0.464, 0.206], [-0.299, -0.044, 0.240]], "smiles": "O=C1CCCO1.O=C1CCCO1.C1CCOC1.C1CCOC1.C1CCOC1.C1CCOC1.C1CCOC1.C1CCOC1.C1CCOC1.C1CCOC1.C1CCOC1", "molar_mass_g_mol": 821.14, "homo_lumo_gap_ev": 9.59, "total_charge": 0, "e_above_lowest_kcal_mol": 0.0}